C5H5FeO15 | the ωB97M-V functional and the def2-TZVPD basis

```
26
Properties=species:S:1:pos:R:3:lowdin_charge:R:1
Fe 0.0725 0.2872 0.3688 1.182
O 3.1963 -1.7574 -1.2988 0.062
C 2.5280 -1.2120 -0.2563 -0.736
O 1.7438 -0.2706 -0.6626 -0.105
O 2.7866 -1.5909 0.9074 0.017
H 3.8717 -2.2755 -0.7995 0.115
O 0.3808 1.1524 -3.0823 0.076
C -0.8030 0.9198 -2.4514 -0.724
O -1.7365 0.9114 -3.2141 0.041
O -1.0033 0.6722 -1.1772 -0.105
H 1.1660 1.0388 -2.5247 0.081
O -3.7784 1.1410 1.2496 0.029
C -2.7138 0.1692 1.3050 -0.708
O -3.0483 -0.9906 1.2438 0.052
O -1.5586 0.6814 1.3571 -0.085
H -4.4695 0.4753 1.1526 0.072
O 0.8720 2.7170 -0.4803 0.069
C 1.2782 2.8146 0.7803 -0.795
O 1.1033 1.6931 1.3581 -0.056
O 1.8825 3.8060 1.1233 0.039
H 1.2494 3.3468 -1.1034 0.125
O -1.2861 -3.3880 0.8165 0.047
C -0.2444 -2.7441 1.4794 -0.683
O 0.2329 -3.3796 2.3978 0.038
O 0.0741 -1.5089 1.1545 -0.119
H -1.7963 -2.7086 0.3563 0.072
```

## Properties
Expectation value of S²   8.757
Orbital gap (spin up / spin down)   8.8 / 8.8 eV
Charge   -2
Energy   -70372.86071 eV
Multiplicity   6
LUMO energy (spin up / spin down)   0.193 / 0.192 hartree
Highest occupied orbital energy (spin up / spin down)   -3.5 / -3.6 eV
ΔE to the lowest compared entry with this formula, charge and spin   0.000 eV

C5H5INP | the ωB97M-V functional and the def2-TZVPD basis

```
13
Properties=species:S:1:pos:R:3:lowdin_charge:R:1
C 0.3889 -1.4240 0.9030 -0.128
C 0.8360 -0.1813 0.6142 -0.169
C -0.7946 -1.9409 0.4244 -0.112
C 0.1468 0.7122 -0.1938 -0.465
C -1.3486 0.0474 -0.5305 -0.858
N -1.6794 -1.1445 -0.2993 -0.019
P 0.6871 2.1876 -1.2045 0.741
I -2.6791 1.3884 -1.2922 0.863
H 0.9476 -2.1116 1.6228 0.131
H 1.7928 0.1402 1.0308 0.110
H -1.1714 -3.0052 0.3392 0.127
H 2.1080 2.1319 -1.2399 -0.122
H 0.7659 3.1997 -0.1741 -0.098
```

## Properties
Orbital gap   8.9 eV
SMILES   Pc1cccnc1I
Energy   -24143.24762 eV
LUMO energy   -0.001 hartree
Highest occupied orbital energy   -8.9 eV
ΔE to the lowest compared entry with this formula, charge and spin   0.066 eV

C5H5N | the ωB97M-V functional and the def2-TZVPD basis

```
11
Properties=species:S:1:pos:R:3:lowdin_charge:R:1
C -0.2883 2.5000 1.0256 -0.204
C 0.2900 -1.7085 -1.2246 -0.004
C -0.2380 1.2554 0.1432 -0.084
C 0.4733 0.1077 0.4792 -0.108
C 0.1628 -1.2707 -0.0107 -0.220
N -0.9270 3.3655 1.4620 0.121
H 0.4772 -0.8718 -1.9317 0.082
H 0.0337 -2.7392 -1.5052 0.072
H -1.0234 1.1646 -0.6925 0.133
H 1.0398 0.1478 1.4115 0.103
H -0.0002 -1.9509 0.8434 0.109
```

## Properties
Orbital gap   10.0 eV
SMILES   C=C/C=C/C#N
Energy   -6753.46229 eV
LUMO energy   0.006 hartree
Highest occupied orbital energy   -9.8 eV
ΔE to the lowest compared entry with this formula, charge and spin   2.446 eV

C5H5N | the ωB97M-V functional and the def2-TZVPD basis

```
11
Properties=species:S:1:pos:R:3:lowdin_charge:R:1
C -2.9038 -0.1800 0.0211 -0.135
C -0.0109 1.4108 0.3770 0.054
C -0.8214 0.5185 -0.0575 -0.020
C 0.5422 0.2512 -0.5268 -0.274
C 1.3702 -0.8514 0.0800 -0.072
N -3.9776 -0.5538 0.0503 -0.009
H 0.2413 2.2925 0.9048 0.097
H 0.8038 0.5015 -1.5503 0.118
H 0.8086 -1.3814 0.8480 0.083
H 2.2744 -0.4486 0.5438 0.082
H 1.6732 -1.5594 -0.6904 0.077
```

## Properties
Orbital gap   9.7 eV
Energy   -6749.67475 eV
LUMO energy   -0.042 hartree
Highest occupied orbital energy   -10.9 eV
ΔE to the lowest compared entry with this formula, charge and spin   6.233 eV